(1)
Density functional theory data (wB97M-V/def2-TZVPD) for a 2-piece molecular cluster, C7H12O overall in a non-equilibrium geometry.

For the gap between HOMO and LUMO, the calculation gives 0.372 hartree. The net charge is 0. The value obtained for the LUMO energy is 0.033 Ha. For the energy above the lowest of the compared OMol25 structures with the same formula, charge and spin, the calculation gives 41.0 kcal/mol. The structure (SMILES) is C=CC(=C)C(=C)C.O.

Atoms and positions in Å:
C 1.975 0.719 0.737
C 0.684 0.874 0.977
C -0.380 -0.001 0.418
C -0.451 -1.285 0.736
C -1.339 0.609 -0.558
C -0.889 1.103 -1.703
C -2.786 0.678 -0.142
H 2.813 1.326 1.088
H 2.393 -0.047 0.087
H 0.329 1.665 1.620
H 0.222 -1.806 1.410
H -1.236 -1.943 0.380
H 0.162 1.071 -1.968
H -1.563 1.546 -2.421
H -3.220 -0.325 -0.230
H -3.387 1.331 -0.791
H -2.855 1.019 0.881
O 3.154 -2.558 -0.293
H 2.429 -1.933 -0.140
H 3.944 -2.046 -0.088

(2)
Density functional theory data (wB97M-V/def2-TZVPD) for C29H32N6Tm as an isolated structure in a non-equilibrium geometry.

For the gap between HOMO and LUMO (spin up / spin down), the calculation gives 0.215 / 0.174 hartree. The net charge is +1. Its expectation value of S² is 2.359. The value obtained for the LUMO energy (spin up / spin down) is -0.113 / -0.114 Ha. The spin multiplicity is 3.

Atoms and positions in Å:
Tm 0.387 -0.139 -0.037
C -2.147 -1.925 -1.410
N -1.722 -1.764 -0.017
C -2.841 -1.188 0.860
C -2.366 -0.193 1.886
C -3.063 -0.096 3.100
C -2.771 0.888 4.033
C -1.789 1.757 3.661
C -1.079 1.562 2.546
N -1.333 0.564 1.646
C -1.188 -2.881 0.643
C -0.499 -2.575 1.972
C -0.943 -3.167 3.129
C -0.325 -2.863 4.364
C 0.600 -1.836 4.371
C 1.023 -1.324 3.106
N 0.510 -1.686 1.946
C -2.135 -0.674 -2.201
C -3.031 -0.428 -3.241
C -2.808 0.663 -4.093
C -1.697 1.482 -3.916
C -0.883 1.202 -2.823
N -1.164 0.206 -1.992
H -1.578 -2.695 -1.869
H -3.110 -2.414 -1.420
H -3.608 -0.739 0.256
H -3.301 -2.123 1.409
H -3.901 -0.777 3.319
H -3.374 1.095 4.912
H -1.519 2.674 4.209
H -0.198 2.121 2.313
H -1.959 -3.679 0.762
H -0.371 -3.385 0.042
H -1.700 -3.902 3.095
H -0.601 -3.359 5.287
H 1.185 -1.601 5.232
H 1.785 -0.605 3.082
H -3.870 -1.081 -3.463
H -3.567 0.781 -4.903
H -1.501 2.312 -4.600
H 0.053 1.745 -2.531
N -0.820 -2.485 -5.073
C 0.095 -2.282 -4.384
C 0.978 -1.706 -3.450
C 1.957 -0.790 -3.954
C 2.732 -0.105 -3.109
C 2.702 -0.410 -1.724
N 1.921 -1.404 -1.231
C 1.035 -1.995 -2.016
H 2.008 -0.649 -5.038
H 3.488 0.626 -3.478
H 3.471 -0.049 -1.096
H 0.454 -2.732 -1.561
C 2.114 4.054 0.887
C 2.589 2.720 0.172
C 3.599 2.020 1.120
C 3.416 3.100 -1.067
C 1.529 1.747 -0.199
H 3.011 4.542 1.156
H 1.523 3.913 1.819
H 1.427 4.657 0.322
H 3.064 1.257 1.716
H 4.101 2.691 1.872
H 4.411 1.423 0.671
H 4.447 3.492 -0.928
H 2.820 3.819 -1.610
H 3.564 2.227 -1.765
H 0.763 2.368 -0.716

(3)
Density functional theory data (wB97M-V/def2-TZVPD) for a 2-piece molecular cluster, C3H6N2O2 overall in a non-equilibrium geometry.

For the gap between HOMO and LUMO, the calculation gives 0.351 hartree. The net charge is 0. The value obtained for the LUMO energy is 0.020 Ha. For the energy above the lowest of the compared OMol25 structures with the same formula, charge and spin, the calculation gives 131.1 kcal/mol.

Atoms and positions in Å:
C -0.914 0.052 0.166
C -3.241 -0.215 -0.054
C 1.346 -0.427 0.780
N -3.591 0.880 0.300
N 0.185 -0.523 -0.036
O 0.407 -1.320 -1.160
O -3.299 -1.287 -0.485
H -0.735 0.778 1.071
H 1.850 -1.375 0.864
H 1.175 0.067 1.717
H 2.027 0.304 0.214
H -0.283 -1.160 -1.745
H -3.170 1.621 0.776

(4)
Density functional theory data (wB97M-V/def2-TZVPD) for an isolated ion of composition C2H7N6S2 and charge +1 in a non-equilibrium geometry.

For the gap between HOMO and LUMO (spin up / spin down), the calculation gives 0.231 / 0.221 hartree. The net charge is +1. Its expectation value of S² is 2.009. The value obtained for the LUMO energy (spin up / spin down) is -0.124 / -0.268 Ha. The spin multiplicity is 3.

Atoms and positions in Å:
C -1.222 0.211 -0.036
C 1.391 0.236 -0.018
N 2.209 -0.960 0.025
N 1.553 -1.968 0.001
N 0.231 -1.798 -0.116
N 0.010 -0.355 0.015
N -1.424 1.427 0.294
N -2.236 -0.619 -0.368
S 1.750 1.188 -1.536
S 1.998 1.325 1.335
H -0.473 -2.321 0.385
H -0.602 1.990 0.632
H -2.207 1.960 0.091
H -2.066 -1.550 -0.631
H -3.108 -0.228 -0.493
H 2.925 0.520 -1.924
H 1.274 0.941 2.345

(5)
Density functional theory data (wB97M-V/def2-TZVPD) for a 3-piece molecular cluster, C20H29F16NO8 overall in a non-equilibrium geometry.

For the gap between HOMO and LUMO, the calculation gives 0.363 hartree. The net charge is 0. The value obtained for the LUMO energy is 0.013 Ha. The structure (SMILES) is FC(F)C(F)(F)COC(F)(F)C(F)F.FC(F)C(F)(F)COC(F)(F)C(F)F.NCCCCCOC(=O)OCOCOCCO.

Atoms and positions in Å:
F -3.804 -2.352 6.200
C -3.280 -3.411 6.848
F -3.460 -3.227 8.174
C -1.778 -3.535 6.573
F -1.125 -2.471 7.076
F -1.391 -4.639 7.284
C -1.331 -3.808 5.131
O -0.851 -2.707 4.388
C -1.652 -1.950 3.592
F -2.901 -2.431 3.497
F -1.120 -1.988 2.339
C -1.641 -0.484 4.045
F -2.081 -0.401 5.315
F -2.466 0.245 3.262
H -3.803 -4.322 6.545
H -0.457 -4.448 5.240
H -2.079 -4.381 4.582
H -0.629 -0.078 3.982
F -3.165 -2.424 -6.660
C -2.512 -2.184 -5.508
F -2.476 -3.330 -4.792
C -3.238 -1.118 -4.681
F -4.443 -1.569 -4.296
F -2.463 -0.988 -3.549
C -3.348 0.302 -5.253
O -4.582 0.657 -5.832
C -4.839 0.501 -7.161
F -3.760 0.094 -7.850
F -5.194 1.713 -7.651
C -6.042 -0.423 -7.395
F -5.807 -1.642 -6.871
F -6.232 -0.556 -8.725
H -1.487 -1.871 -5.724
H -3.271 0.948 -4.379
H -2.502 0.537 -5.900
H -6.935 0.007 -6.938
N 4.194 -1.725 1.842
C 5.167 -0.629 1.819
C 5.241 0.185 0.521
C 6.107 1.439 0.679
C 6.170 2.325 -0.584
C 5.421 3.643 -0.502
O 4.050 3.451 -0.067
C 3.298 4.532 -0.288
O 3.715 5.640 -0.332
O 1.999 4.234 -0.519
C 1.141 4.102 0.618
O 1.547 3.094 1.486
C 1.282 1.802 1.023
O -0.104 1.633 0.865
C -0.412 0.409 0.212
C -1.923 0.203 0.179
O -2.504 0.556 -1.074
H 4.289 -2.286 1.001
H 3.254 -1.347 1.819
H 4.914 0.055 2.639
H 6.154 -1.058 2.030
H 5.693 -0.435 -0.266
H 4.231 0.481 0.208
H 7.126 1.117 0.932
H 5.754 2.032 1.535
H 7.217 2.609 -0.751
H 5.867 1.747 -1.466
H 5.395 4.143 -1.474
H 5.928 4.314 0.199
H 0.153 3.910 0.197
H 1.141 5.038 1.185
H 1.799 1.604 0.070
H 1.664 1.116 1.792
H -0.029 0.421 -0.819
H 0.069 -0.417 0.757
H -2.414 0.792 0.953
H -2.133 -0.855 0.384
H -2.316 -0.139 -1.709

(6)
Density functional theory data (wB97M-V/def2-TZVPD) for C5H8O as an isolated structure in a non-equilibrium geometry.

For the gap between HOMO and LUMO, the calculation gives 0.315 hartree. The net charge is 0. The value obtained for the LUMO energy is 0.011 Ha. For the energy above the lowest of the compared OMol25 structures with the same formula, charge and spin, the calculation gives 101.1 kcal/mol.

Atoms and positions in Å:
O -0.907 1.823 0.247
C -0.715 0.471 0.599
C -1.079 -0.609 -0.453
C 0.214 -1.342 -0.664
C 1.261 -0.326 -0.616
C 0.739 0.006 0.788
H -0.392 2.002 -0.552
H -1.295 0.334 1.515
H -1.457 -0.215 -1.392
H -1.818 -1.330 -0.127
H 0.606 -1.052 1.194
H 1.148 0.458 -1.360
H 2.272 -0.725 -0.647
H 1.423 0.506 1.468